A structure of composition C36H34IrN8O2S in a non-equilibrium geometry. Source: the OMol25 dataset; level of theory: wB97M-V/def2-TZVPD.

Element x y z (Å)
Ir: 10.830 11.060 10.068
N: 12.886 13.326 11.845
N: 11.992 13.127 12.860
C: 11.337 11.993 13.221
N: 10.974 11.991 14.527
N: 11.036 11.001 12.327
N: 10.676 9.780 12.912
O: 9.806 9.782 13.829
O: 11.843 8.628 11.227
H: 13.704 12.683 11.997
H: 12.451 13.237 10.919
H: 11.977 13.803 13.555
H: 11.479 12.555 15.198
H: 10.337 11.226 14.803
C: 6.465 10.442 8.502
C: 6.420 9.028 8.530
C: 7.525 8.315 9.001
C: 8.598 9.024 9.518
N: 8.668 10.376 9.469
C: 7.621 11.018 8.908
C: 9.677 8.402 10.358
C: 9.426 7.146 10.932
C: 9.888 6.746 12.228
C: 10.757 7.362 13.069
C: 11.521 8.582 12.625
C: 10.810 9.148 10.433
H: 5.587 10.992 8.275
H: 5.460 8.539 8.356
H: 7.449 7.253 9.042
H: 7.870 12.063 8.891
H: 8.676 6.546 10.410
H: 9.377 5.892 12.628
H: 11.051 6.929 14.007
H: 12.536 8.693 13.077
N: 10.697 13.297 9.616
S: 9.886 14.418 10.431
C: 10.552 16.076 9.975
C: 11.439 16.094 8.923
C: 11.993 17.298 8.543
C: 11.652 18.444 9.238
C: 10.766 18.412 10.309
C: 10.116 17.232 10.653
C: 8.272 14.502 9.728
C: 8.025 14.482 8.338
C: 6.758 14.106 7.845
C: 5.745 13.792 8.775
C: 5.968 13.775 10.121
C: 7.238 14.215 10.616
H: 10.773 13.467 8.625
H: 11.735 15.245 8.383
H: 12.713 17.376 7.720
H: 12.167 19.392 9.006
H: 10.503 19.323 10.820
H: 9.405 17.179 11.397
H: 8.694 14.881 7.611
H: 6.541 14.149 6.794
H: 4.726 13.530 8.441
H: 5.174 13.580 10.849
H: 7.398 14.293 11.687
C: 9.695 7.783 5.647
C: 9.055 9.018 5.855
C: 9.631 10.012 6.691
C: 10.884 9.825 7.270
C: 11.575 8.653 6.998
C: 10.969 7.656 6.254
N: 11.379 10.833 8.214
C: 12.433 11.635 7.698
C: 12.562 12.021 6.354
C: 13.477 13.042 6.062
C: 14.339 13.586 7.001
C: 14.304 13.148 8.289
C: 13.401 12.105 8.662
H: 9.204 6.936 5.138
H: 8.135 9.250 5.387
H: 9.004 10.850 6.878
H: 12.565 8.476 7.490
H: 11.601 6.721 6.070
H: 11.908 11.589 5.651
H: 13.473 13.454 5.072
H: 15.073 14.367 6.732
H: 14.976 13.567 9.045
H: 13.373 11.641 9.629

- strongest force on any atom (eV Å⁻¹) = 3.17
- spin multiplicity = 5
- ⟨S²⟩ = 6.0667
- E_HOMO (alpha / beta) (eV) = -9.18 / -10.44
- orbital gap (alpha / beta) (eV) = 7.0099 / 6.9537
- total charge = +1